# 1
# H6O3

A 3-piece molecular cluster, H6O3 overall (ωB97M-V/def2-TZVPD, the OMol25 dataset).

Cartesian coordinates (Å):
O: -0.25 -1.22 -0.57
H: 0.22 -0.79 0.13
H: -0.32 -2.08 -0.17
O: -1.16 1.16 -1.67
H: -0.84 0.23 -1.48
H: -1.70 1.42 -0.96
O: 1.27 0.32 1.22
H: 1.99 0.02 1.77
H: 0.78 0.95 1.74

Output
Net charge = 0
HOMO energy = -10.547 eV
SMILES string = O.O.O
F_max = 2.44 eV/A
E_tot = -6239.8412 eV
LUMO energy = 0.38 eV
HOMO-LUMO gap = 10.929 eV

# 2
# C7H8

C7H8 as an isolated structure (ωB97M-V/def2-TZVPD, the OMol25 dataset).

Cartesian coordinates (Å):
C: 0.43 -1.93 -0.18
C: -0.81 -1.65 0.36
C: 0.49 1.22 0.31
C: 1.53 1.84 0.75
C: -0.92 0.94 0.10
C: 0.37 -0.90 -1.11
C: -1.02 -0.49 -0.54
H: 1.17 -2.68 0.04
H: -1.40 -2.07 1.16
H: 2.54 1.50 0.55
H: 1.47 2.74 1.35
H: -1.52 0.98 1.02
H: -1.33 1.66 -0.61
H: 0.90 -0.61 -1.99
H: -1.89 -0.55 -1.21

Output
Net charge = 0
HOMO energy (alpha / beta) = -7.395 / -7.320 eV
F_max = 1.27 eV/A
E_tot = -7382.7712 eV
LUMO energy (alpha / beta) = 0.41 / 0.73 eV
HOMO-LUMO gap (alpha / beta) = 7.801 / 8.049 eV

# 3
# C7H28FN14O7

C7H28FN14O7 as an isolated structure (ωB97M-V/def2-TZVPD, the OMol25 dataset).

Cartesian coordinates (Å):
F: 1.62 22.79 -21.15
C: 4.00 23.07 -19.21
O: 5.14 23.34 -18.86
N: 3.75 22.56 -20.38
N: 3.01 23.51 -18.45
H: 2.80 22.35 -20.68
H: 4.56 22.44 -20.97
H: 3.11 24.06 -17.61
H: 2.11 23.59 -18.90
C: 1.57 25.75 -20.40
O: 1.69 26.78 -19.83
N: 0.53 25.39 -21.13
N: 2.40 24.71 -20.38
H: -0.23 26.04 -21.26
H: 0.51 24.55 -21.69
H: 3.28 24.93 -19.92
H: 2.13 23.84 -20.80
C: -0.99 22.84 -20.25
O: -0.98 21.66 -20.51
N: 0.07 23.50 -20.35
N: -1.98 23.44 -19.69
H: 0.04 24.50 -20.21
H: 0.96 23.16 -20.71
H: -2.14 24.42 -19.54
H: -2.71 22.76 -19.53
C: 2.22 20.29 -19.30
O: 2.10 19.60 -18.30
N: 3.40 20.38 -19.79
N: 1.22 20.90 -19.90
H: 4.27 20.24 -19.29
H: 3.50 20.92 -20.64
H: 1.30 21.84 -20.26
H: 0.36 20.60 -19.46
C: -0.57 22.13 -23.36
O: -0.90 22.40 -24.45
N: -1.07 21.21 -22.64
N: 0.29 22.82 -22.71
H: -0.77 21.34 -21.69
H: -1.95 20.78 -22.90
H: 0.82 22.63 -21.86
H: 0.80 23.61 -23.07
C: 2.10 24.10 -23.80
O: 0.97 23.79 -24.11
N: 2.63 23.73 -22.66
N: 2.82 24.93 -24.54
H: 3.44 24.28 -22.39
H: 1.95 23.31 -22.04
H: 2.43 25.25 -25.42
H: 3.81 25.04 -24.38
C: 2.69 20.20 -22.63
O: 3.47 19.45 -23.04
N: 3.00 21.44 -22.47
N: 1.51 19.97 -22.19
H: 2.50 22.23 -22.10
H: 3.69 21.70 -23.16
H: 1.03 20.71 -21.71
H: 1.03 19.09 -22.33

Output
Net charge = -1
HOMO energy = -4.440 eV
F_max = 18.46 eV/A
E_tot = -45602.2848 eV
LUMO energy = 2.48 eV
HOMO-LUMO gap = 6.924 eV

# 4
# C9H12N2

C9H12N2 as an isolated structure (ωB97M-V/def2-TZVPD, the OMol25 dataset).

Cartesian coordinates (Å):
C: 2.19 -0.32 -0.08
C: 2.06 1.18 0.11
C: 0.86 1.69 -0.15
C: -0.29 0.72 -0.01
C: -1.59 1.36 0.16
C: -2.52 0.34 -0.54
C: -1.27 -1.62 0.02
C: -0.10 -0.59 -0.17
C: 1.15 -1.21 -0.24
H: 4.27 0.08 -0.04
H: 4.12 -1.53 0.68
H: 3.13 1.70 0.18
H: 0.75 2.77 -0.08
H: -1.88 1.05 1.44
H: -1.76 2.45 -0.18
H: -2.41 -0.05 -1.66
H: -3.55 0.63 -0.58
H: -2.68 -0.41 1.30
H: -1.16 -2.34 0.77
H: -1.52 -2.06 -0.90
H: 1.26 -2.32 -0.34
N: 3.53 -0.67 -0.07
N: -2.60 -0.85 0.36

Output
Net charge = 0
HOMO energy = -7.543 eV
F_max = 6.74 eV/A
E_tot = -12503.2945 eV
LUMO energy = 0.81 eV
HOMO-LUMO gap = 8.358 eV

# 5
# CH3I2NO

CH3I2NO as an isolated structure (ωB97M-V/def2-TZVPD, the OMol25 dataset).

Cartesian coordinates (Å):
C: -0.29 -0.17 0.26
N: -2.50 0.15 -0.47
O: -1.49 0.56 0.35
I: -2.97 -1.90 0.00
I: -4.06 1.37 0.01
H: 0.45 0.35 0.67
H: -0.22 -0.59 -0.71
H: -0.25 -0.99 0.95

Output
Net charge = 0
HOMO energy (alpha / beta) = -8.890 / -8.891 eV
F_max = 4.79 eV/A
E_tot = -20820.5935 eV
LUMO energy (alpha / beta) = -1.03 / -1.03 eV
HOMO-LUMO gap (alpha / beta) = 7.859 / 7.859 eV

# 6
# C12H61N5O23S2

A 21-piece molecular cluster, C12H61N5O23S2 overall (ωB97M-V/def2-TZVPD, the OMol25 dataset).

Cartesian coordinates (Å):
O: 0.15 1.23 -6.09
O: 0.41 -0.73 -5.21
O: -3.04 2.09 1.50
N: 1.38 0.57 2.09
S: 3.20 0.33 0.27
C: 2.52 0.01 1.82
C: 1.75 1.32 -0.06
C: -1.02 0.17 -2.97
C: -0.57 0.93 -4.05
C: 0.90 1.36 1.01
N: -0.91 -1.27 -2.88
N: 3.08 -2.41 2.67
N: -1.38 0.84 -1.77
N: -0.01 0.44 -5.17
S: -1.84 1.25 1.68
C: -0.31 -2.07 -1.76
C: 3.40 -2.98 1.37
C: 1.90 -2.94 3.30
C: 3.27 -0.87 2.81
C: -0.44 2.16 0.92
C: -2.62 0.43 -0.98
C: -2.22 0.03 0.40
H: 1.50 1.95 -0.93
H: -0.71 2.03 -4.04
H: -0.96 -1.80 -3.78
H: -1.19 1.88 -1.83
H: -1.13 -2.40 -1.13
H: 0.42 -1.45 -1.32
H: 0.40 -2.89 -2.09
H: 3.52 -4.10 1.47
H: 4.27 -2.51 0.89
H: 2.59 -2.76 0.66
H: 1.03 -2.60 2.79
H: 2.01 -4.01 3.18
H: 1.84 -2.61 4.39
H: 2.87 -0.60 3.79
H: 4.34 -0.59 2.83
H: -0.70 2.44 -0.10
H: -0.21 3.11 1.47
H: -3.24 -0.27 -1.52
H: -3.28 1.30 -0.91
H: -1.28 -0.54 0.32
H: -3.04 -0.58 0.74
O: -1.49 5.29 1.91
H: -1.60 4.46 2.46
H: -1.50 6.09 2.53
O: -4.79 -1.16 2.69
H: -4.11 -1.69 2.16
H: -5.40 -0.69 2.04
O: 3.63 0.21 6.34
H: 4.47 0.27 5.78
H: 3.11 1.08 6.23
O: 1.50 4.82 1.92
H: 0.49 4.91 1.81
H: 1.95 5.34 1.17
O: -1.36 -2.01 -7.01
H: -2.14 -1.40 -6.82
H: -0.62 -1.46 -7.42
O: 4.89 -3.46 4.54
H: 4.24 -3.28 3.79
H: 4.48 -3.14 5.41
O: -4.68 0.45 -3.52
H: -4.99 -0.18 -2.79
H: -4.07 -0.07 -4.14
O: 2.60 2.60 3.90
H: 2.47 3.32 3.19
H: 2.34 1.71 3.49
O: 2.78 1.95 -3.30
H: 2.60 2.58 -4.07
H: 2.12 1.18 -3.36
O: -4.49 3.59 0.01
H: -3.94 4.36 -0.36
H: -3.89 3.03 0.59
O: -1.79 3.71 -2.56
H: -0.78 3.74 -2.44
H: -2.20 4.42 -1.97
O: 1.05 -1.08 6.50
H: 1.17 -1.52 7.41
H: 1.87 -0.53 6.31
O: -2.80 0.08 -5.95
H: -2.08 0.72 -5.66
H: -3.33 0.52 -6.69
O: -4.24 1.90 4.06
H: -3.51 1.72 4.73
H: -3.82 2.06 3.15
O: 5.91 -2.89 -1.51
H: 6.89 -2.87 -1.26
H: 5.65 -3.85 -1.69
O: 5.36 -5.63 1.43
H: 5.99 -4.84 1.41
H: 5.07 -5.78 2.39
O: -1.30 -3.44 -4.79
H: -0.59 -4.12 -4.54
H: -1.01 -2.98 -5.64
O: 0.85 4.10 -2.08
H: 0.84 5.10 -2.17
H: 1.72 3.75 -2.47
O: -3.26 -2.87 1.52
H: -2.58 -3.56 1.82
H: -3.76 -3.24 0.72
O: -5.43 -1.20 -1.32
H: -5.11 -2.13 -1.08
H: -6.01 -0.86 -0.57

Output
Net charge = 0
HOMO energy = -8.977 eV
F_max = 3.59 eV/A
E_tot = -89640.5364 eV
LUMO energy = -0.52 eV
HOMO-LUMO gap = 8.455 eV

> Which of these has the lowest F_max?

C7H8